# 1
{
  "formula": "C33H53Cl3F4O22S5",
  "method": "ωB97M-V/def2-TZVPD",
  "elements": ["C", "Cl", "Cl", "Cl", "H", "C", "C", "O", "C", "O", "O", "F", "H", "H", "H", "C", "C", "O", "C", "O", "O", "F", "H", "H", "H", "C", "C", "O", "C", "O", "O", "F", "H", "H", "H", "C", "C", "O", "C", "O", "O", "F", "H", "H", "H", "C", "C", "C", "S", "O", "O", "C", "H", "H", "H", "H", "H", "H", "H", "H", "C", "C", "C", "S", "O", "O", "C", "H", "H", "H", "H", "H", "H", "H", "H", "C", "C", "C", "S", "O", "O", "C", "H", "H", "H", "H", "H", "H", "H", "H", "C", "C", "C", "S", "O", "O", "C", "H", "H", "H", "H", "H", "H", "H", "H", "C", "C", "C", "S", "O", "O", "C", "H", "H", "H", "H", "H", "H", "H", "H"],
  "positions_angstrom": [[-11.260, -25.379, 10.452], [-10.193, -23.986, 10.402], [-10.223, -26.806, 10.319], [-12.575, -25.480, 9.272], [-11.735, -25.471, 11.417], [-8.978, -20.173, 3.999], [-9.291, -20.980, 2.797], [-8.048, -21.156, 2.243], [-7.082, -20.288, 2.760], [-5.995, -20.355, 2.307], [-7.652, -19.533, 3.693], [-10.076, -20.305, 1.911], [-8.682, -20.843, 4.795], [-9.796, -19.460, 4.289], [-9.742, -21.916, 3.067], [-9.249, -25.792, 5.649], [-10.233, -25.423, 4.592], [-10.409, -24.064, 4.791], [-10.125, -23.825, 6.102], [-10.402, -22.858, 6.648], [-9.433, -24.838, 6.689], [-11.433, -26.099, 4.813], [-8.197, -25.849, 5.283], [-9.597, -26.733, 5.939], [-9.878, -25.625, 3.584], [-2.272, -22.796, 5.060], [-1.522, -22.752, 3.735], [-0.461, -23.661, 3.931], [-0.334, -23.781, 5.288], [0.486, -24.465, 5.816], [-1.271, -23.232, 6.011], [-0.967, -21.510, 3.659], [-2.990, -23.650, 4.948], [-2.795, -21.897, 5.431], [-2.108, -23.034, 2.938], [-4.779, -19.904, 10.942], [-4.097, -21.180, 11.382], [-4.890, -22.141, 10.884], [-6.143, -21.638, 10.561], [-7.081, -22.312, 10.267], [-6.098, -20.286, 10.478], [-4.233, -21.183, 12.751], [-4.318, -19.380, 10.107], [-4.830, -19.229, 11.809], [-3.090, -21.452, 11.078], [-1.444, -26.573, -0.384], [-0.210, -26.271, 0.617], [-0.567, -26.888, 1.935], [-2.256, -26.339, 2.148], [-2.294, -24.923, 1.938], [-2.893, -26.871, 3.350], [-2.720, -27.019, 0.516], [-1.218, -27.472, -1.059], [-1.662, -25.694, -1.034], [-0.102, -25.187, 0.688], [0.684, -26.698, 0.200], [-0.009, -26.551, 2.795], [-0.578, -28.013, 2.042], [-3.634, -26.506, 0.312], [-2.985, -28.086, 0.510], [-9.494, -20.275, 9.627], [-10.835, -19.986, 8.887], [-10.461, -19.756, 7.410], [-8.898, -18.931, 7.473], [-9.111, -17.488, 7.365], [-7.816, -19.644, 6.795], [-8.603, -19.099, 9.234], [-9.205, -21.272, 9.355], [-9.638, -20.226, 10.720], [-11.256, -19.034, 9.183], [-11.589, -20.763, 8.978], [-11.026, -19.099, 6.727], [-10.280, -20.669, 6.886], [-8.893, -18.147, 9.621], [-7.566, -19.281, 9.484], [-3.251, -18.952, 5.206], [-4.031, -17.775, 5.804], [-4.228, -18.091, 7.251], [-3.022, -19.378, 7.724], [-3.638, -20.652, 7.829], [-2.197, -18.918, 8.852], [-2.118, -19.317, 6.207], [-2.930, -18.742, 4.233], [-3.879, -19.837, 5.161], [-4.986, -17.548, 5.211], [-3.383, -16.890, 5.674], [-5.155, -18.607, 7.404], [-4.138, -17.284, 7.919], [-1.531, -20.267, 5.972], [-1.390, -18.513, 6.278], [-6.349, -23.772, -0.886], [-5.379, -23.022, 0.033], [-5.372, -23.694, 1.406], [-6.568, -25.032, 1.368], [-7.304, -25.037, 2.642], [-5.953, -26.262, 0.907], [-7.490, -24.413, -0.045], [-5.822, -24.636, -1.242], [-6.669, -23.186, -1.765], [-5.601, -21.921, -0.021], [-4.324, -23.180, -0.320], [-5.585, -23.078, 2.299], [-4.360, -24.107, 1.581], [-8.173, -23.752, 0.367], [-7.913, -25.351, -0.404], [-5.696, -23.709, 7.925], [-5.993, -24.989, 7.097], [-5.622, -24.732, 5.626], [-6.115, -22.973, 5.365], [-7.373, -22.934, 4.670], [-5.016, -22.226, 4.769], [-6.239, -22.511, 7.137], [-4.625, -23.657, 8.169], [-6.249, -23.745, 8.777], [-7.086, -25.204, 7.117], [-5.466, -25.823, 7.558], [-6.170, -25.333, 4.909], [-4.596, -24.726, 5.381], [-7.348, -22.341, 7.465], [-5.724, -21.573, 7.264]],
  "lowdin_charge": [-1.548, 0.568, 0.506, 0.536, 0.004, -0.019, -0.355, 0.093, -0.551, 0.169, 0.091, 0.065, 0.095, 0.162, 0.159, -0.070, -0.295, 0.143, -0.578, 0.200, 0.069, 0.047, 0.133, 0.126, 0.165, -0.044, -0.286, 0.132, -0.594, 0.159, 0.108, 0.068, 0.124, 0.105, 0.112, -0.026, -0.330, 0.137, -0.481, 0.145, 0.052, 0.052, 0.097, 0.151, 0.182, -0.147, -0.213, -0.248, 0.673, -0.331, -0.318, -0.194, 0.119, 0.108, 0.109, 0.102, 0.102, 0.137, 0.045, 0.110, -0.201, -0.176, -0.233, 0.696, -0.340, -0.328, -0.216, 0.071, 0.127, 0.111, 0.114, 0.114, 0.052, 0.097, 0.076, -0.206, -0.201, -0.202, 0.669, -0.302, -0.339, -0.214, 0.102, 0.093, 0.151, 0.121, 0.086, 0.091, 0.119, 0.106, -0.201, -0.198, -0.212, 0.703, -0.345, -0.330, -0.189, 0.093, 0.124, 0.126, 0.122, 0.086, 0.078, 0.071, 0.106, -0.193, -0.171, -0.171, 0.718, -0.304, -0.331, -0.190, 0.132, 0.050, 0.102, 0.120, 0.075, 0.063, 0.136, 0.060],
  "relative_energy_kcal_mol": 8.1,
  "largest_force_ev_per_a": 4.6,
  "energy_ha": -6715.4550,
  "multiplicity": 1,
  "charge": 0
}

---

# 2
{
  "formula": "C2H8N3O",
  "method": "ωB97M-V/def2-TZVPD",
  "elements": ["C", "N", "O", "H", "H", "H", "N", "C", "N", "H", "H", "H", "H", "H"],
  "positions_angstrom": [[2.006, -0.029, 0.646], [2.920, 0.439, -0.197], [0.835, -0.280, 0.372], [2.260, 0.026, 1.711], [3.702, 1.014, 0.056], [2.680, 0.376, -1.176], [-1.233, -0.384, -1.291], [-2.193, -0.095, -0.361], [-2.060, 0.007, 0.998], [-0.308, -0.426, -0.752], [-1.316, -0.764, -2.214], [-3.210, -0.006, -0.798], [-2.862, -0.198, 1.564], [-1.220, 0.321, 1.442]],
  "lowdin_charge": [-0.362, 0.143, -0.025, 0.133, 0.106, 0.117, -0.010, -0.392, 0.005, 0.033, 0.056, 0.081, 0.065, 0.049],
  "relative_energy_kcal_mol": 14.7,
  "largest_force_ev_per_a": 4.3,
  "energy_ha": -320.4236,
  "multiplicity": 2,
  "charge": 0
}

---

# 3
{
  "formula": "C4H7NS2",
  "method": "ωB97M-V/def2-TZVPD",
  "elements": ["C", "C", "C", "C", "N", "S", "S", "H", "H", "H", "H", "H", "H", "H"],
  "positions_angstrom": [[1.662, -0.867, 0.236], [0.647, 0.179, 0.673], [-0.153, 0.583, -0.588], [-1.570, 0.260, -0.266], [1.497, -2.122, 0.278], [-1.993, -1.293, 0.187], [-2.714, 1.510, -0.194], [2.604, -0.479, -0.368], [0.106, -0.388, 1.501], [1.143, 1.116, 0.947], [0.045, 1.570, -0.913], [0.133, -0.133, -1.361], [0.615, -2.384, 0.720], [-2.021, 2.448, -0.852]],
  "lowdin_charge": [-0.292, -0.216, -0.295, -1.200, 0.082, 0.641, 0.825, 0.138, 0.109, 0.107, 0.085, 0.115, 0.013, -0.111],
  "relative_energy_kcal_mol": 33.5,
  "largest_force_ev_per_a": 2.3,
  "energy_ha": -1007.6809,
  "multiplicity": 1,
  "charge": 0
}

---

What did the second record say?
{
  "formula": "C2H8N3O",
  "method": "ωB97M-V/def2-TZVPD",
  "elements": ["C", "N", "O", "H", "H", "H", "N", "C", "N", "H", "H", "H", "H", "H"],
  "positions_angstrom": [[2.006, -0.029, 0.646], [2.920, 0.439, -0.197], [0.835, -0.280, 0.372], [2.260, 0.026, 1.711], [3.702, 1.014, 0.056], [2.680, 0.376, -1.176], [-1.233, -0.384, -1.291], [-2.193, -0.095, -0.361], [-2.060, 0.007, 0.998], [-0.308, -0.426, -0.752], [-1.316, -0.764, -2.214], [-3.210, -0.006, -0.798], [-2.862, -0.198, 1.564], [-1.220, 0.321, 1.442]],
  "lowdin_charge": [-0.362, 0.143, -0.025, 0.133, 0.106, 0.117, -0.010, -0.392, 0.005, 0.033, 0.056, 0.081, 0.065, 0.049],
  "relative_energy_kcal_mol": 14.7,
  "largest_force_ev_per_a": 4.3,
  "energy_ha": -320.4236,
  "multiplicity": 2,
  "charge": 0
}